Molecular formula: C49H66AuBrN4OPSTe
Method: DFT, ωB97M-V with the def2-TZVPD basis set

Summary:
lowest unoccupied orbital energy (alpha / beta)	-7.7492 / -7.5794	eV
frontier orbital gap (alpha / beta)	4.36 / 4.53	eV
HOMO level (alpha / beta)	-12.109 / -12.110	eV

```
! wB97M-V def2-TZVPD RIJCOSX def2/J DEFGRID3
* xyz 2 2
Au -0.95959 0.17595 0.79276
C -1.36169 -2.78015 -2.85554
N -0.90729 -3.48385 -1.67734
C 0.51961 -3.72075 -1.66264
C -1.61289 -3.40735 -0.52644
S -2.62199 -2.06635 -0.26324
N -1.53109 -4.38965 0.37036
C -2.13659 -4.29105 1.67796
C -1.04309 -5.71185 0.03336
H -1.10349 -3.37635 -3.72994
H -0.89649 -1.79825 -2.94974
H -2.44059 -2.65305 -2.82484
H 1.03991 -2.75555 -1.69344
H 0.80991 -4.29795 -2.53864
H 0.83541 -4.24745 -0.76944
H -2.29059 -3.24775 1.94856
H -1.47959 -4.76975 2.40416
H -3.10459 -4.79705 1.69896
H -0.96079 -5.82325 -1.04594
H -1.75449 -6.45115 0.40696
H -0.07289 -5.90505 0.49886
C 6.39821 -4.31395 -2.40274
C 5.35721 -3.26525 -2.19814
C 4.31901 -3.05835 -3.08914
C 3.33711 -2.08595 -2.89034
C 2.27831 -1.98625 -3.94294
C 3.42401 -1.28765 -1.75064
Te 2.14091 0.24355 -0.88314
N 0.12321 0.20245 -1.03354
C -0.40339 0.47555 -2.21904
O 0.28401 0.43425 -3.23574
C -1.84579 0.83005 -2.23514
C -2.58359 0.79715 -3.34944
C -4.00019 1.22745 -3.30384
C -5.23989 2.35505 -1.83754
C -4.53699 2.49395 -0.55744
C -3.76779 1.23935 -0.75524
C 2.92911 2.07485 -1.72284
C 3.15511 3.11245 -0.81304
C 2.76781 3.06865 0.63556
C 3.79761 4.26435 -1.25834
C 4.21571 4.42085 -2.57054
C 4.92971 5.64515 -3.03444
C 3.95731 3.38045 -3.45284
C 3.34151 2.20305 -3.05384
C 3.15451 1.12085 -4.05774
C 4.48091 -1.45945 -0.83874
C 4.65331 -0.61835 0.39296
C 5.42401 -2.44115 -1.07954
H 6.14641 -4.97765 -3.22434
H 6.52611 -4.90205 -1.49474
H 7.35461 -3.83865 -2.62164
H 4.25031 -3.67345 -3.97414
H 2.69371 -1.54825 -4.84924
H 1.43271 -1.38035 -3.63604
H 1.92971 -2.97995 -4.21384
H -2.15749 0.42915 -4.26894
H -4.54389 0.82525 -4.15874
H -6.28409 2.63835 -1.92814
H -4.58989 3.20705 0.23816
H -3.83219 0.49395 0.04716
H 2.25381 2.13775 0.89066
H 2.11111 3.90475 0.87266
H 3.65641 3.15885 1.26106
H 3.97701 5.05385 -0.54424
H 5.02471 6.37925 -2.24104
H 4.40131 6.09595 -3.87134
H 5.92601 5.38025 -3.38374
H 4.24861 3.48315 -4.48754
H 3.25731 1.52005 -5.06274
H 2.16311 0.69465 -3.95654
H 3.90621 0.34345 -3.91934
H 3.96971 -0.93635 1.18416
H 4.49421 0.44275 0.19156
H 5.66801 -0.73215 0.76686
H 6.23521 -2.56895 -0.37674
C 1.31601 0.70685 3.40446
C 0.20671 -0.24305 3.85436
C 0.24901 -0.38955 5.37346
C 0.43671 -1.62265 3.22396
P -1.42109 0.32685 3.06906
C -2.74369 -0.71195 3.77146
C -3.66269 -1.25005 2.87276
C -4.73379 -2.00385 3.31696
C -4.90569 -2.22645 4.67306
C -4.01619 -1.67255 5.57906
C -2.94619 -0.91405 5.13696
C -1.95429 2.07285 3.55826
C -1.23639 3.05965 2.63886
C -1.67949 2.43345 5.01416
C -3.45889 2.13945 3.28136
H 2.28841 0.25515 3.59896
H 1.27311 1.64775 3.94786
H 1.23191 0.90235 2.33016
H 1.28381 -0.54135 5.67586
H -0.31659 -1.25385 5.70906
H -0.10499 0.49925 5.88216
H 1.29411 -2.10885 3.68566
H 0.62471 -1.54005 2.14926
H -0.43359 -2.26225 3.37266
H -3.53399 -1.06975 1.81426
H -5.43589 -2.40755 2.60306
H -5.73659 -2.81545 5.02556
H -4.16169 -1.82015 6.63886
H -2.28599 -0.47745 5.86596
H -0.15589 2.97965 2.72856
H -1.51969 4.07565 2.90766
H -1.52029 2.89135 1.60126
H -0.61289 2.51075 5.21236
H -2.13049 1.71905 5.69806
H -2.12259 3.40665 5.22016
H -3.70289 1.72375 2.30386
H -3.78739 3.17635 3.29386
H -4.02279 1.59655 4.03546
Br -3.39259 5.27575 -3.96854
C -3.28589 3.73515 -2.86704
C -2.26459 3.73445 -1.92424
C -1.83709 2.75305 -1.07064
N -2.32949 1.41255 -1.03714
C -4.67829 0.92155 -1.96964
C -4.36439 2.74305 -3.10474
H -1.69689 4.65305 -1.85224
H -0.95319 2.92585 -0.47984
H -5.29359 0.03235 -1.87694
H -5.00299 3.09445 -3.91404
*
```

Molecular formula: C49H66NOsP2SSi
Method: DFT, ωB97M-V with the def2-TZVPD basis set

Summary:
lowest unoccupied orbital energy (alpha / beta)	-9.9961 / -9.9952	eV
frontier orbital gap (alpha / beta)	6.70 / 6.70	eV
HOMO level (alpha / beta)	-16.698 / -16.698	eV

```
! wB97M-V def2-TZVPD RIJCOSX def2/J DEFGRID3
* xyz 3 1
Os 0.18775 0.70312 -0.53571
C -0.80287 -0.68303 2.70643
Si -0.07520 0.82432 1.85739
C -1.22044 2.27637 2.15412
C -1.86081 2.46357 3.37886
C -2.72533 3.53069 3.57472
C -2.98393 4.41326 2.53410
C -2.37090 4.23622 1.30231
C -1.48609 3.17515 1.11599
P -0.57212 2.94423 -0.43081
C -1.70133 3.18590 -1.87925
C -2.04897 4.63424 -2.29605
C -0.99040 5.31380 -3.16357
C -0.64622 4.47534 -4.38773
C -0.19972 3.08164 -3.96290
C -1.28574 2.39879 -3.13728
C 0.83322 4.12929 -0.37933
C 0.37691 5.55256 -0.00769
C 1.51820 6.52724 -0.35227
C 2.90274 5.89253 -0.15702
C 2.86377 4.86546 0.96800
C 1.89659 3.70784 0.64685
C 1.64745 1.02212 2.59320
C 1.87354 1.45341 3.89898
C 3.14855 1.40741 4.44700
C 4.21596 0.90359 3.71072
C 4.01674 0.46716 2.41114
C 2.73878 0.54770 1.85900
P 2.35217 0.00383 0.19936
C 2.50082 -1.81662 0.03275
C 2.00947 -2.32684 -1.32908
C 2.36444 -3.80547 -1.49677
C 1.81691 -4.64490 -0.34641
C 2.25660 -4.10117 1.01026
C 1.87799 -2.62760 1.16526
C 3.44750 0.66308 -1.13348
C 2.60014 1.32444 -2.23654
C 3.45043 1.59426 -3.49215
C 4.89944 1.96301 -3.13175
C 4.97321 2.59888 -1.74997
C 4.59547 1.58608 -0.66170
H -0.44748 -0.68592 3.74088
H -0.47360 -1.62005 2.26788
H -1.88948 -0.68646 2.73540
H -1.68785 1.77232 4.19670
H -3.20234 3.67310 4.53578
H -3.65850 5.24602 2.68295
H -2.58551 4.93886 0.51072
H -2.61067 2.73236 -1.47179
H -2.31206 5.25559 -1.44287
H -2.96774 4.54647 -2.88591
H -0.07892 5.49782 -2.58882
H -1.36316 6.29430 -3.46228
H 0.12525 4.96235 -4.98364
H -1.52700 4.38762 -5.03103
H 0.72670 3.15447 -3.37690
H 0.03472 2.46726 -4.83366
H -0.99152 1.37317 -2.89314
H -2.18557 2.30656 -3.75455
H 1.24800 4.14036 -1.39233
H 0.16652 5.56489 1.06417
H -0.53511 5.86137 -0.51377
H 1.41484 7.41160 0.27734
H 1.40653 6.86724 -1.38349
H 3.63765 6.66524 0.06331
H 3.23748 5.41805 -1.08498
H 2.54508 5.35826 1.88903
H 3.85693 4.46148 1.17116
H 1.40479 3.38421 1.56761
H 2.45120 2.84444 0.27125
H 1.05538 1.83165 4.50170
H 3.31365 1.75472 5.45830
H 5.20241 0.85364 4.15121
H 4.85310 0.07835 1.84331
H 3.59531 -1.93412 0.07945
H 2.41056 -1.74189 -2.16073
H 0.91252 -2.22747 -1.35390
H 3.45352 -3.89922 -1.53965
H 1.98409 -4.16620 -2.45290
H 2.14035 -5.67950 -0.45728
H 0.72068 -4.65772 -0.39739
H 3.34023 -4.20477 1.11902
H 1.80972 -4.67917 1.81993
H 2.17672 -2.24256 2.14237
H 0.79050 -2.53633 1.09072
H 3.88183 -0.24123 -1.57205
H 2.19254 2.26960 -1.85758
H 1.74682 0.68976 -2.53420
H 2.98237 2.39590 -4.06648
H 3.43448 0.70829 -4.12907
H 5.30647 2.63031 -3.88953
H 5.53033 1.07044 -3.14621
H 4.30732 3.46707 -1.70218
H 5.97564 2.97475 -1.54840
H 4.33510 2.11100 0.25882
H 5.46059 0.96446 -0.42274
N -1.24322 -0.44826 -0.99353
S -2.90785 -0.80298 -1.10042
C -3.84003 0.49233 -0.38180
C -3.95221 0.66820 0.99414
C -4.82217 1.63440 1.46180
C -5.57064 2.39305 0.56447
C -5.46377 2.19452 -0.80474
C -4.59829 1.22739 -1.29234
C -3.18020 -2.23905 -0.08490
C -2.12186 -2.98125 0.40931
C -2.40451 -4.14592 1.10803
C -3.71994 -4.54710 1.29134
C -4.76694 -3.79411 0.77221
C -4.50626 -2.62931 0.06943
H -0.83568 -0.99328 -1.76782
H -3.40065 0.03979 1.67443
H -4.94009 1.78318 2.52572
H -6.26743 3.12996 0.94254
H -6.07033 2.77025 -1.49042
H -4.52400 1.03761 -2.35657
H -1.09922 -2.67150 0.24939
H -1.59531 -4.74328 1.50675
H -3.93390 -5.45702 1.83526
H -5.78955 -4.11716 0.90957
H -5.32080 -2.04528 -0.34163
*
```